No. 1
21
Properties=species:S:1:pos:R:3:forces:R:3 method="wB97M-V/def2-TZVPD" e_homo_ev="-3.23 / -3.92" orbital_gap_ev="6.70 / 7.41" total_charge=-1
S -1.837671 -0.881684 -0.019861 -0.57 -0.71 0.42
O -1.761607 -2.298412 0.323520 0.22 0.12 -0.06
O -2.419248 -0.065976 1.057894 0.12 -0.68 -0.03
O -2.459245 -0.623816 -1.314240 0.26 -0.19 0.03
N -1.039896 1.475365 -0.911748 -0.22 1.29 0.34
N -1.515508 1.891231 0.087518 1.82 -0.52 0.07
N -2.480173 2.800023 0.287099 -0.97 1.03 -0.45
C -0.090721 -0.376613 -0.141174 -1.59 -0.03 -0.17
C 1.981231 -1.000975 -1.197142 0.09 0.00 0.03
C 1.896438 -0.362121 1.216144 0.21 0.01 -0.03
C 0.578139 -0.145146 1.085050 0.24 0.08 0.49
C 0.655631 -0.805329 -1.268089 0.30 -0.18 -0.38
C 2.752897 -0.827590 0.077891 -0.06 -0.04 -0.05
H 3.579109 -0.113104 -0.076375 -0.01 -0.13 0.02
H 0.096193 -0.968251 -2.176955 0.03 -0.05 -0.18
H -2.996838 2.525915 1.117109 0.14 -0.07 -0.26
H 2.398264 -0.239708 2.170193 -0.12 0.11 0.06
H -0.034519 0.162855 1.919736 0.00 0.04 0.13
H -3.090172 2.971306 -0.518773 0.17 -0.27 0.14
H 2.551086 -1.331733 -2.057519 -0.10 0.01 -0.12
H 3.236619 -1.786229 0.339715 0.03 0.18 0.00

=====

No. 2
23
Properties=species:S:1:pos:R:3:forces:R:3 method="wB97M-V/def2-TZVPD" e_homo_ev="-4.16 / -4.16" orbital_gap_ev="7.45 / 7.44" total_charge=-1
S 0.830038 -2.474964 -0.697324 0.59 -1.25 -0.56
O 0.869114 -0.987350 2.853095 -0.70 0.76 -0.28
O 3.299447 1.339189 -1.477518 0.03 0.59 -0.60
O 1.205162 0.512982 -0.801973 -0.65 0.82 0.46
O 3.008214 1.184003 0.759067 0.16 0.30 2.09
O -2.036163 -0.186326 0.180780 -1.97 0.21 2.12
N 1.159005 -1.866329 1.800594 -0.95 0.36 -2.97
N 0.777931 -1.504787 0.597151 -0.10 0.72 4.07
N -1.060953 -0.164927 -1.810744 0.70 1.01 0.56
C -2.105638 -0.418528 -2.732696 -3.85 -0.59 1.05
C -1.058418 0.010634 -0.476226 -0.45 -1.58 -2.06
C 0.311042 0.281019 0.076654 0.48 -0.25 1.99
C 2.848583 1.209091 -0.395194 0.95 -0.83 -1.92
C -0.153344 0.008812 2.616078 -0.32 1.21 0.98
C 0.232390 0.926437 1.508259 3.60 1.43 -1.69
H -0.381828 1.806982 1.417591 -0.77 0.17 0.11
H -1.976882 0.223302 -3.593931 0.10 -0.33 -0.47
H 1.303157 1.382808 1.665554 -2.17 -1.14 0.07
H -2.276754 -1.521406 -2.968574 0.74 1.31 -0.01
H -3.232952 -0.134566 -2.325631 3.00 -0.37 -0.48
H -1.122627 -0.419739 2.340162 0.21 -0.45 0.40
H -0.145269 0.085187 -2.102983 0.81 -0.11 -1.25
H -0.293257 0.708475 3.567810 0.56 -1.99 -1.60

=====

No. 3
20
Properties=species:S:1:pos:R:3:forces:R:3 method="wB97M-V/def2-TZVPD" e_homo_ev=-8.16 orbital_gap_ev=7.94 total_charge=0 smiles="C=NCN1CC([N+](=O)[O-])=C1N=C"
O -3.552809 -1.947204 -0.098708 -0.94 0.70 -0.31
O -2.074275 -3.134640 0.906515 0.32 0.75 -0.16
N 0.400488 2.434907 -0.664154 -0.10 3.52 -1.89
N -0.023980 0.266407 -0.100165 -0.11 -0.76 -1.05
N 1.098030 -1.762640 0.523106 -0.83 0.37 -0.71
N -2.436544 -2.080800 0.351175 1.18 -0.67 0.12
C -1.503401 -1.039995 0.204261 2.14 -1.75 0.84
C 0.984453 1.269267 -0.264282 1.92 -2.57 -0.80
C -1.463826 0.383065 -0.307598 -0.92 -0.54 1.52
C 1.647611 -2.341427 1.491360 0.94 -1.86 -1.93
C 1.094898 3.299054 -1.305976 -0.07 -1.76 -0.82
C -0.059753 -1.051582 0.302719 -1.58 1.58 0.65
H -1.883175 0.423587 -1.312870 0.49 0.63 -0.08
H 2.527163 -2.991753 1.190247 -0.63 1.09 0.57
H 1.302473 -2.530352 2.473426 -0.75 0.53 1.16
H -1.871922 1.114618 0.429964 -0.06 -0.41 -0.96
H 2.135248 3.179839 -1.763270 -1.01 -0.29 1.12
H 0.563936 4.112536 -1.731069 -0.40 1.12 0.18
H 1.329535 1.488783 0.719664 1.35 -0.15 0.82
H 1.785851 0.908330 -1.044345 -0.94 0.44 1.73

=====

No. 4
20
Properties=species:S:1:pos:R:3:forces:R:3 method="wB97M-V/def2-TZVPD" e_homo_ev=-13.43 orbital_gap_ev=9.63 total_charge=+1 smiles="O=C1N[NH2+]N(c2cccnc2)N1"
O 1.740759 -2.136450 2.778172 0.77 0.17 0.38
N -0.706777 -1.001385 0.610662 0.63 2.52 -1.21
N 1.213924 -2.382232 0.564681 -1.47 1.62 -0.79
N -0.155874 -1.143972 1.850336 0.88 -0.62 1.68
N 0.769588 2.515810 0.133324 0.36 -0.49 0.90
N -0.051190 -2.112675 -0.101323 0.77 0.65 -2.61
C -1.020709 2.113213 -1.571579 1.73 -1.66 3.87
C 1.067147 -1.863957 1.847044 -2.01 0.25 1.64
C -0.289905 0.533305 0.010992 -4.63 -6.08 -0.96
C -0.014555 2.893471 -0.830043 -0.50 0.90 -3.27
C 0.636853 1.261756 0.577755 0.98 1.13 0.29
C -1.250358 0.835231 -0.967697 3.51 4.75 -0.51
H -1.570893 2.375491 -2.436452 -0.31 0.85 -0.49
H -2.023594 0.298254 -1.358068 -1.74 -2.09 -0.47
H 0.343752 3.861856 -1.201115 -0.97 -0.07 -0.11
H 0.193981 -1.727868 -1.070429 -0.54 -0.63 1.37
H 1.660826 -3.263338 0.461030 0.06 -0.97 -0.25
H -0.666619 -0.713949 2.649212 0.95 -0.80 -0.85
H 1.261519 0.855507 1.334249 0.63 0.11 0.65
H -0.745714 -2.894677 -0.246987 0.90 0.47 0.74

=====

Number 1: E -1021.5254 a.u.. Number 2: E -1172.0405 a.u.. Number 3: E -602.6782 a.u.. Number 4: E -582.0401 a.u..